[1]
{
  "formula": "C3H10N",
  "method": "wB97M-V/def2-TZVPD",
  "elements": ["C", "C", "N", "C", "H", "H", "H", "H", "H", "H", "H", "H", "H", "H"],
  "xyz": [[0.76016, 0.20734, 1.74731], [0.84504, -0.04830, 0.26385], [-0.69133, 0.03975, -0.27992], [-0.82442, -0.15725, -1.73787], [0.25320, 1.15522, 2.01065], [1.83248, 0.27018, 1.99243], [0.31168, -0.53032, 2.40474], [1.01564, -1.09671, 0.02379], [1.44551, 0.62579, -0.32723], [-1.11357, -0.76201, 0.19880], [-1.23221, 0.81819, 0.09401], [-0.11143, -0.84940, -2.18342], [-1.84999, -0.44266, -1.91817], [-0.64075, 0.77017, -2.28899]],
  "smiles": "CC[NH2+]C",
  "homo_lumo_gap_ev": 13.81,
  "spin_multiplicity": 1,
  "total_charge": 1,
  "relative_energy_ev": 0.656
}

[2]
{
  "formula": "C24H23AuN2O4",
  "method": "wB97M-V/def2-TZVPD",
  "elements": ["Au", "C", "H", "H", "H", "C", "C", "C", "N", "H", "H", "H", "H", "H", "O", "C", "C", "C", "C", "C", "C", "C", "O", "O", "H", "H", "H", "H", "H", "C", "C", "C", "C", "C", "C", "C", "C", "H", "H", "H", "H", "H", "O", "N", "C", "C", "C", "C", "C", "H", "H", "H", "H", "H"],
  "xyz": [[-0.22086, -0.24217, 0.01989], [-1.08821, 1.11198, -1.60917], [-1.50897, 1.95054, -1.08098], [-1.80983, 0.48910, -2.10912], [-0.21298, 1.34267, -2.19322], [4.13308, -3.14316, -2.41502], [3.40825, -2.54301, -1.21469], [2.18123, -1.85758, -1.58998], [1.19601, -1.31925, -1.85361], [5.03576, -3.65408, -2.08071], [4.42012, -2.36611, -3.11900], [3.50527, -3.86132, -2.93766], [4.01561, -1.79726, -0.69808], [3.13921, -3.31365, -0.48819], [1.25609, 3.87135, 0.11006], [2.59351, 3.77351, 0.04150], [3.32608, 4.95608, -0.09579], [4.70299, 4.92183, -0.16639], [5.38597, 3.71239, -0.10174], [4.66308, 2.54234, 0.03165], [3.27310, 2.54458, 0.10334], [2.55081, 1.22859, 0.24102], [3.17812, 0.17747, 0.26789], [1.27342, 1.33741, 0.32767], [0.91681, 2.93666, 0.22654], [2.78264, 5.88738, -0.14185], [5.25278, 5.84974, -0.27107], [6.46503, 3.68733, -0.15487], [5.15546, 1.58085, 0.08478], [-1.43443, -1.84136, 0.07003], [-2.24499, -2.74016, 0.07105], [-3.14961, -3.83977, 0.09656], [-2.75755, -5.10332, -0.35120], [-3.63755, -6.16820, -0.31973], [-4.93002, -5.99798, 0.15778], [-5.33072, -4.74691, 0.60488], [-4.45256, -3.67984, 0.57495], [-1.74900, -5.23214, -0.72186], [-3.31351, -7.13936, -0.67056], [-5.61733, -6.83331, 0.18335], [-6.33538, -4.60133, 0.97973], [-4.76179, -2.70405, 0.92259], [-1.24638, 0.79011, 1.71776], [-1.01379, 0.11125, 2.85266], [-1.91012, -0.89115, 3.19307], [-1.56859, -1.83212, 4.10277], [-0.26858, -1.85508, 4.67460], [0.65767, -0.88560, 4.22130], [0.29688, 0.05817, 3.31787], [-2.85925, -0.83758, 2.68374], [-2.30131, -2.58011, 4.36459], [0.01544, -2.61182, 5.38547], [1.67740, -0.88338, 4.58117], [0.95035, 0.81012, 2.90671]],
  "homo_lumo_gap_ev": [5.09, 7.10],
  "spin_multiplicity": 4,
  "total_charge": -1,
  "s_squared": 3.783
}

[3]
{
  "formula": "C18H33B3CaF12N6",
  "method": "wB97M-V/def2-TZVPD",
  "elements": ["Ca", "C", "C", "N", "C", "C", "N", "C", "C", "H", "H", "H", "H", "H", "H", "H", "H", "H", "H", "H", "C", "C", "N", "C", "C", "N", "C", "C", "H", "H", "H", "H", "H", "H", "H", "H", "H", "H", "H", "C", "C", "N", "C", "C", "N", "C", "C", "H", "H", "H", "H", "H", "H", "H", "H", "H", "H", "H", "B", "F", "F", "F", "F", "B", "F", "F", "F", "F", "B", "F", "F", "F", "F"],
  "xyz": [[1.03219, 3.42251, 1.68800], [-4.31179, 2.36574, -1.16644], [-4.21256, 0.99302, -1.80532], [-4.14777, -0.04893, -0.75823], [-5.21215, -0.46525, 0.00215], [-4.74465, -1.41323, 0.84577], [-3.41556, -1.59068, 0.54050], [-3.09014, -0.80528, -0.47637], [-2.51979, -2.56693, 1.16920], [-3.93101, 3.12487, -1.85446], [-3.67949, 2.55290, -0.29469], [-5.31656, 2.67703, -0.88288], [-3.24679, 0.93921, -2.30572], [-5.02318, 0.75429, -2.48543], [-6.14380, 0.06024, -0.11480], [-5.21871, -1.97067, 1.63304], [-2.13342, -0.75748, -0.97313], [-2.41562, -3.44274, 0.53173], [-3.02636, -2.89282, 2.07587], [-1.55989, -2.11883, 1.39803], [3.20048, -1.65187, 2.56629], [2.61657, -2.95393, 3.11657], [1.26727, -2.69795, 3.72819], [0.40731, -3.65953, 4.22178], [-0.69933, -3.02406, 4.64480], [-0.49578, -1.67338, 4.43032], [0.72163, -1.51650, 3.94896], [-1.41161, -0.55630, 4.74996], [3.96116, -1.90532, 1.83288], [3.57521, -1.10621, 3.42797], [2.45713, -1.06010, 2.03370], [3.20738, -3.27514, 3.97224], [2.46584, -3.74779, 2.39247], [0.62665, -4.71252, 4.20238], [-1.59740, -3.43305, 5.07300], [1.15565, -0.57020, 3.67340], [-1.93775, -0.37531, 3.81214], [-0.83397, 0.30011, 5.07192], [-2.13865, -0.91940, 5.46870], [-0.21793, 0.55010, -2.37016], [0.98069, 1.23096, -2.99828], [1.56562, 0.49739, -4.15462], [2.83002, 0.73895, -4.62990], [3.05370, -0.12032, -5.64912], [1.93514, -0.92479, -5.73853], [1.08698, -0.57405, -4.78881], [1.78680, -2.02863, -6.68054], [-0.95841, 0.40111, -3.16222], [-0.63608, 1.20619, -1.61402], [0.02485, -0.38889, -1.87020], [1.77376, 1.41461, -2.27855], [0.66951, 2.16044, -3.47485], [3.44420, 1.53900, -4.25137], [3.87652, -0.19547, -6.33688], [0.09105, -0.95857, -4.66021], [1.30107, -1.66599, -7.58591], [1.27173, -2.89008, -6.27042], [2.77398, -2.36046, -6.99729], [3.58375, 2.89127, 2.81544], [4.86408, 3.32688, 2.76229], [3.07997, 2.48166, 1.51540], [3.39163, 1.77061, 3.62973], [2.72302, 3.98430, 3.17736], [0.25350, 0.93412, 1.14250], [1.09957, 1.23160, 0.08432], [0.92043, 1.16658, 2.34759], [-0.81636, 1.89888, 1.17008], [-0.24168, -0.36706, 1.01368], [2.08825, 4.58102, -0.68843], [3.04793, 3.61803, -0.94606], [0.79330, 3.93283, -0.55908], [2.30038, 5.13827, 0.60814], [2.02833, 5.50100, -1.69559]],
  "homo_lumo_gap_ev": 10.54,
  "spin_multiplicity": 1,
  "total_charge": 2,
  "relative_energy_ev": 0.000
}

> What is the formula in the first record?

C3H10N